No. 1
DFT (the ωB97M-V functional and the def2-TZVPD basis) results for a molecular structure, C21H31Br3O15.

The molar mass is 763.176 g mol⁻¹. Its highest occupied orbital energy is -8.229 eV. For the total energy, the calculation gives -9668.81536 Ha.

Last column: Löwdin charge in e.
Geometry (Å):
C1 1.3676 1.0577 -3.9089  -0.130
C2 2.3994 1.9399 -3.1510  -0.264
C3 1.7695 2.6285 -1.8982  -0.133
O1 2.2927 1.9436 -0.7826  -0.007
C4 3.1880 0.9730 -1.1829  -0.390
O2 4.0919 0.4614 -0.4376  0.066
O3 3.2278 0.9981 -2.5615  0.048
H1 0.5834 0.6491 -3.2716  -0.238
H2 1.7939 0.1352 -4.3030  0.090
H3 0.9879 1.4020 -4.8709  0.091
H4 3.0222 2.6131 -3.7402  0.158
H5 0.6801 2.6008 -1.8719  0.090
H6 1.9952 3.6829 -2.0573  0.135
C5 -2.6143 -2.6012 4.0483  -0.004
C6 -2.6584 -2.5000 2.4619  -0.330
C7 -2.1567 -3.7288 1.6179  -0.276
O4 -2.9992 -3.7009 0.5388  -0.042
C8 -4.0728 -2.9148 0.8356  -0.624
O5 -4.9106 -2.7461 0.0015  0.179
O6 -4.0311 -2.5140 2.0730  0.113
H7 -2.9572 -1.6084 4.3397  0.075
H8 -1.6399 -2.7384 4.5171  0.073
H9 -3.3170 -3.2868 4.5218  0.079
H10 -2.1933 -1.5608 2.1625  0.066
H11 -1.9836 -4.5723 2.2863  0.139
H12 -1.2095 -3.4673 1.1461  -0.012
C9 -0.5161 -1.2932 -5.8363  -0.007
C10 -1.4573 -2.1450 -4.9641  -0.328
C11 -1.3306 -1.9037 -3.4873  -0.159
O7 -2.7553 -1.7525 -3.0871  0.024
C12 -3.5504 -1.4075 -4.1493  -0.472
O8 -4.6313 -0.8390 -4.1202  0.143
O9 -2.7285 -1.6156 -5.2261  0.050
H13 0.5423 -1.4973 -5.6741  0.081
H14 -0.5990 -0.2611 -5.4958  0.072
H15 -0.8486 -1.4209 -6.8665  0.091
H16 -1.3760 -3.2102 -5.1809  0.153
H17 -0.7918 -1.0263 -3.1298  -0.101
H18 -0.8683 -2.7572 -2.9914  0.130
C13 0.1645 2.6672 1.0944  -0.030
C14 -0.7608 3.1624 2.2149  -0.326
C15 -1.5469 4.3424 1.8599  -0.094
O10 -2.8677 4.0133 2.2678  0.114
C16 -3.0220 2.7710 2.4174  -0.491
O11 -4.1140 2.2185 2.7384  0.082
O12 -1.7367 2.1415 2.2721  0.035
H19 -0.4058 2.6346 0.1661  0.095
H20 0.4489 1.6350 1.2990  -0.140
H21 1.0443 3.2776 0.8909  0.108
H22 -0.3752 3.1730 3.2344  0.160
H23 -1.5245 4.6023 0.8016  0.139
H24 -1.1821 5.1876 2.4435  0.140
C17 3.5594 -0.4616 4.7407  -0.004
C18 3.8013 0.4200 3.4526  -0.294
C19 4.2632 -0.3966 2.2499  -0.089
O13 3.4189 0.1126 1.2386  -0.331
C20 2.3429 0.7680 1.7348  -0.445
O14 1.3195 1.0651 1.0475  -0.138
O15 2.5565 0.8643 3.0690  0.109
H25 2.7702 -1.2013 4.6063  0.081
H26 3.0000 0.0776 5.5052  0.082
H27 4.4640 -0.9981 5.0266  0.087
H28 4.5130 1.2148 3.6759  0.158
H29 4.1317 -1.4756 2.3302  0.128
H30 5.3205 -0.2582 2.0236  0.146
C21 0.1545 -0.6116 -0.0524  -1.143
Br1 -1.2821 -1.8378 0.1330  1.054
Br2 0.0623 0.0640 -1.9628  1.091
Br3 1.8716 -1.3544 0.5223  1.086
H31 -0.1341 0.1660 0.6549  0.000


No. 2
DFT (the ωB97M-V functional and the def2-TZVPD basis) results for 2 unconnected molecules or ions with the total composition C6H5Cl2F2N2.

The molar mass is 214.022 g mol⁻¹. Its highest occupied orbital energy is -3.606 eV. As for the net charge: -1. For the total energy, the calculation gives -1461.16191 Ha.

Last column: Löwdin charge in e.
Geometry (Å):
C1 -0.6573 2.2552 -0.8000  -0.073
C2 -0.5959 0.6533 -0.7664  -0.376
F1 0.1456 0.1594 -1.9097  -0.074
C3 -0.1153 0.0243 0.6404  -0.667
Cl1 -1.6106 0.0970 1.7509  0.622
C4 1.0606 0.9615 1.2555  -0.177
N1 1.9072 1.3961 2.0005  0.129
C5 0.3719 -1.5253 0.5112  -0.586
Cl2 -0.8381 -2.4910 -0.4708  0.671
C6 1.8850 -1.6311 -0.0591  -0.169
N2 2.8712 -1.4797 -0.7544  0.109
H1 -1.1256 2.5540 -1.8177  0.093
H2 -1.4009 2.6139 0.0156  0.087
H3 0.3462 2.7834 -0.6519  0.083
H4 -1.6854 0.2836 -0.9211  0.126
H5 0.4089 -2.0266 1.5533  0.119
F2 -0.9674 -4.6279 0.4236  -0.917


No. 3
DFT (the ωB97M-V functional and the def2-TZVPD basis) results for C2H8BN2O6P in the gas phase.

The molar mass is 197.880 g mol⁻¹. Its highest occupied orbital energy is -10.109 eV. For the total energy, the calculation gives -1008.37690 Ha. The SMILES is NB(O)N(CP(=O)(O)O)C(=O)O.

Last column: Löwdin charge in e.
Geometry (Å):
N1 -0.1477 2.1209 0.8133  0.208
B1 -0.8399 1.2645 -0.1038  -0.683
O1 -2.0873 1.6904 -0.5886  0.131
N2 -0.3483 -0.0399 -0.5620  0.054
C1 0.8823 -0.5017 0.1158  -0.167
P1 0.5258 -1.5993 1.5607  0.428
O2 1.1518 -2.8906 1.3245  -0.278
O3 1.1002 -0.9876 2.9273  -0.109
O4 -1.0417 -1.8039 1.7780  -0.099
C2 -0.1483 -0.0457 -1.9601  -0.611
O5 0.6883 0.6008 -2.4933  0.156
O6 -0.9421 -0.8499 -2.6454  0.172
H1 0.8370 2.2331 0.5917  0.080
H2 -0.5415 3.0470 0.6817  0.089
H3 -1.9454 2.1543 -1.4233  0.105
H4 1.4065 -1.1576 -0.5749  0.111
H5 1.5921 0.2869 0.3753  0.094
H6 1.9981 -0.6695 2.7709  0.085
H7 -1.3675 -2.2451 0.9802  0.094
H8 -0.7724 -0.6068 -3.5682  0.141


Number 1: HOMO-LUMO gap 0.29017 Eh. Number 2: HOMO-LUMO gap 0.22533 Eh. Number 3: HOMO-LUMO gap 0.37517 Eh.